1.
Here is a structure of composition C13H10N3O5PdS2 from the OMol25 dataset. Energies are from wB97M-V/def2-TZVPD.

Cartesian coordinates (Å):
1 Pd 0.24 -0.90 -0.16
2 O 1.40 -0.08 4.47
3 C 0.15 -0.17 4.94
4 C -0.04 -0.15 6.32
5 C -1.31 -0.24 6.85
6 C -2.42 -0.34 6.02
7 C -2.24 -0.36 4.65
8 C -0.97 -0.28 4.09
9 C -0.78 -0.31 2.62
10 O 0.39 -0.22 2.15
11 N -1.91 -0.37 1.87
12 N -1.61 -0.46 0.58
13 C -2.51 -0.34 -0.33
14 C -2.05 -0.44 -1.71
15 C -2.91 -0.42 -2.79
16 C -2.41 -0.54 -4.07
17 C -1.04 -0.68 -4.25
18 C -0.23 -0.70 -3.13
19 N -0.71 -0.55 -1.89
20 H 1.33 -0.13 3.48
21 H 0.84 -0.07 6.95
22 H -1.44 -0.22 7.93
23 H -3.42 -0.42 6.44
24 H -3.08 -0.45 3.98
25 H -3.54 -0.16 -0.07
26 H -3.98 -0.33 -2.62
27 H -3.07 -0.53 -4.93
28 H -0.60 -0.80 -5.23
29 H 0.84 -0.86 -3.18
30 O 2.48 -4.35 -0.86
31 S 1.43 -3.36 -0.75
32 O 0.34 -3.50 -1.70
33 O 0.95 -3.13 0.64
34 S 2.24 -1.44 -1.11

- total charge = -1

Löwdin population analysis, charges in e, atoms 1 to 6: 0.74, 0.07, -0.27, -0.02, -0.10, -0.11

=====

2.
Here is an isolated molecule of C2H7NS in a non-equilibrium geometry from the OMol25 dataset. Energies are from wB97M-V/def2-TZVPD.

Cartesian coordinates (Å):
1 N -0.21 0.24 2.36
2 C 0.14 0.53 0.93
3 C 0.05 -0.69 0.05
4 S 0.13 -0.19 -1.74
5 H -1.17 0.54 2.50
6 H 0.28 0.93 2.93
7 H -0.62 1.23 0.57
8 H 1.07 1.09 0.91
9 H -0.80 -1.34 0.27
10 H 0.84 -1.44 0.17
11 H -1.03 0.52 -1.81

- total charge = 0

Löwdin population analysis, charges in e, atoms 1 to 6: -0.02, -0.37, -0.56, 0.66, 0.06, 0.06

=====

3.
Here is an isolated molecule of C5H8O from the OMol25 dataset. Energies are from wB97M-V/def2-TZVPD.

Cartesian coordinates (Å):
1 C 2.81 -0.11 0.18
2 C 1.40 -0.15 -0.18
3 C 0.22 0.04 -0.33
4 C -1.21 0.41 -0.32
5 C -2.09 -0.81 -0.16
6 O -1.48 1.28 0.77
7 H 3.31 -1.08 0.19
8 H 2.85 0.30 1.19
9 H 3.36 0.56 -0.50
10 H -1.44 0.92 -1.27
11 H -1.82 -1.34 0.76
12 H -3.14 -0.50 -0.09
13 H -1.96 -1.48 -1.01
14 H -0.80 1.96 0.78

- total charge = 0

Löwdin population analysis, charges in e, atoms 1 to 6: -0.11, -0.07, 0.01, -0.47, -0.05, -0.04

=====

Number 1: highest occupied orbital energy -4.959 eV, HOMO-LUMO gap 6.9 eV. Number 2: highest occupied orbital energy -9.168 eV, HOMO-LUMO gap 10.1 eV. Number 3: highest occupied orbital energy -9.652 eV, HOMO-LUMO gap 10.5 eV.